DFT (the ωB97M-V functional and the def2-TZVPD basis) results for 11 unconnected molecules or ions with the total composition C40H55BrN2O31.

Values from the calculation:
HOMO-LUMO gap   0.37234 Ha
LUMO energy   0.217 eV
F_max   0.141 Eh/bohr

```
129
C40H55BrN2O31 (the ωB97M-V functional and the def2-TZVPD basis)
C -2.011 -0.376 -0.065
C -0.895 -0.423 -1.227
C -1.076 0.768 -2.310
C -0.881 -1.837 -2.062
C -1.478 -3.068 -1.159
C 0.648 -2.066 -2.514
O 0.830 -2.978 -3.636
C 1.076 -2.296 -4.875
Br -0.339 -1.019 -5.438
C 1.111 -3.462 -6.014
N 1.248 -4.413 -6.763
C 2.507 -1.551 -4.968
C 3.664 -2.321 -4.182
N 4.599 -2.789 -3.558
H -3.031 -0.620 -0.534
H -1.730 -1.111 0.774
H -1.958 0.685 0.397
H 0.156 -0.282 -0.764
H -1.035 1.822 -1.818
H -0.258 0.778 -3.125
H -2.123 0.616 -2.779
H -1.626 -1.713 -2.929
H -2.624 -2.876 -1.115
H -1.304 -4.027 -1.784
H -1.009 -3.120 -0.114
H 1.125 -1.032 -2.644
H 1.183 -2.556 -1.604
H 2.740 -1.322 -6.075
H 2.368 -0.526 -4.438
C -3.063 3.580 3.692
C -2.439 2.225 3.788
O -2.532 1.730 2.460
C -2.619 2.813 1.637
O -2.543 2.763 0.438
O -2.801 3.960 2.348
H -2.621 4.291 4.390
H -4.146 3.554 3.847
H -1.385 2.270 4.077
H -2.969 1.571 4.484
C 6.576 -1.680 -7.977
C 7.129 -0.612 -7.085
O 6.068 0.329 -7.016
C 4.918 -0.343 -7.293
O 3.815 0.114 -7.157
O 5.177 -1.601 -7.743
H 6.956 -2.672 -7.726
H 6.769 -1.483 -9.036
H 7.342 -0.978 -6.076
H 8.030 -0.153 -7.493
C -0.731 7.400 6.753
C -0.221 7.338 5.347
O -0.146 5.941 5.095
C -1.017 5.335 5.944
O -1.326 4.173 5.882
O -1.496 6.209 6.870
H -1.350 8.280 6.933
H 0.076 7.377 7.493
H -0.913 7.790 4.631
H 0.757 7.806 5.237
C -2.263 -6.100 -6.791
C -1.714 -4.983 -7.621
O -2.425 -5.112 -8.845
C -3.585 -5.768 -8.566
O -4.494 -5.897 -9.341
O -3.582 -6.258 -7.295
H -2.280 -5.858 -5.726
H -1.715 -7.036 -6.934
H -1.926 -3.999 -7.191
H -0.641 -5.074 -7.784
C 3.552 8.072 2.683
C 4.105 9.138 3.578
O 3.040 10.079 3.652
C 1.891 9.405 3.375
O 0.784 9.863 3.514
O 2.153 8.148 2.921
H 3.935 7.080 2.931
H 3.743 8.272 1.624
H 4.319 8.771 4.578
H 5.004 9.600 3.169
C -4.293 -7.488 -1.724
C -5.063 -6.271 -1.320
O -4.272 -5.206 -1.833
C -3.534 -5.713 -2.857
O -2.882 -5.048 -3.618
O -3.629 -7.069 -2.911
H -4.940 -8.344 -1.923
H -3.543 -7.775 -0.982
H -6.053 -6.230 -1.781
H -5.172 -6.189 -0.241
C -0.114 -10.338 -0.011
C 0.444 -9.273 0.882
O -0.615 -8.330 0.958
C -1.767 -9.001 0.684
O -2.868 -8.541 0.826
O -1.512 -10.258 0.229
H 0.266 -11.331 0.235
H 0.074 -10.138 -1.070
H 0.663 -9.642 1.888
H 1.344 -8.813 0.470
C 1.610 1.320 4.035
C 1.767 2.648 3.366
O 3.174 2.839 3.359
C 3.746 1.604 3.438
O 4.917 1.390 3.289
O 2.816 0.646 3.709
H 0.744 0.766 3.665
H 1.537 1.406 5.124
H 1.405 2.641 2.333
H 1.267 3.451 3.912
C 6.101 12.946 6.414
C 6.609 12.879 5.006
O 6.689 11.483 4.760
C 5.819 10.876 5.614
O 5.514 9.715 5.558
O 5.340 11.753 6.537
H 5.478 13.824 6.591
H 6.908 12.928 7.152
H 5.914 13.326 4.289
H 7.586 13.351 4.893
C -7.395 -6.097 3.474
C -7.651 -4.800 2.769
O -7.223 -5.067 1.442
C -7.293 -6.415 1.262
O -7.162 -6.964 0.203
O -7.531 -7.058 2.438
H -8.111 -6.285 4.275
H -6.381 -6.159 3.882
H -8.712 -4.535 2.753
H -7.086 -3.972 3.201
```

---

DFT (the ωB97M-V functional and the def2-TZVPD basis) results for a single C40H56 molecule.

Values from the calculation:
ΔE to the lowest compared entry with this formula, charge and spin   48.2 kJ/mol
HOMO-LUMO gap   0.18653 Ha
LUMO energy   -1.051 eV
F_max   0.032 Eh/bohr

```
96
C40H56 (the ωB97M-V functional and the def2-TZVPD basis)
C 2.844 0.107 11.505
C 4.163 -0.206 12.154
C 4.457 -1.372 12.716
C 3.568 -2.573 12.805
H 2.529 -2.302 12.621
H 3.636 -2.986 13.816
C 3.981 -3.677 11.807
C 3.788 -3.225 10.390
C 2.607 -3.423 9.774
C 2.275 -3.013 8.447
C 1.058 -3.238 7.896
C 0.608 -2.870 6.589
C 1.399 -2.215 5.687
C 1.015 -1.812 4.389
C 1.861 -1.158 3.543
C 1.589 -0.691 2.227
C 0.372 -0.851 1.615
C 0.029 -0.398 0.326
C -1.207 -0.582 -0.228
C -1.559 -0.113 -1.508
C -2.780 -0.263 -2.113
C -3.075 0.256 -3.405
C -2.253 0.963 -4.230
C -2.676 1.437 -5.494
C -1.960 2.157 -6.407
C -2.598 2.542 -7.629
C -2.040 3.244 -8.643
C -2.757 3.570 -9.835
C -2.272 4.193 -10.923
C -0.861 4.678 -11.059
H -0.553 4.663 -12.103
H -0.785 5.708 -10.707
H -0.164 4.073 -10.485
C -3.146 4.398 -12.124
H -4.190 4.501 -11.821
H -2.849 5.305 -12.656
C -3.034 3.194 -13.088
C -3.605 1.962 -12.460
C -2.953 1.000 -11.818
C -3.689 -0.142 -11.179
H -4.762 -0.057 -11.329
H -3.353 -1.092 -11.595
H -3.485 -0.160 -10.108
C -1.467 0.927 -11.640
H -1.223 0.999 -10.580
H -1.096 -0.032 -12.003
H -0.947 1.722 -12.164
H -4.686 1.907 -12.503
H -1.989 3.052 -13.365
H -3.593 3.427 -13.998
H -3.795 3.258 -9.851
H -1.015 3.573 -8.569
H -3.630 2.232 -7.740
C -0.532 2.569 -6.198
H -0.149 2.230 -5.241
H -0.447 3.655 -6.236
H 0.097 2.153 -6.984
H -3.700 1.196 -5.757
H -1.244 1.178 -3.913
H -4.080 0.066 -3.768
C -3.886 -0.999 -1.408
H -3.581 -2.018 -1.172
H -4.779 -1.046 -2.026
H -4.145 -0.501 -0.474
H -0.780 0.415 -2.042
H -1.952 -1.110 0.352
H 0.775 0.128 -0.254
H -0.412 -1.363 2.154
C 2.710 0.010 1.508
H 3.606 0.042 2.122
H 2.428 1.033 1.263
H 2.952 -0.505 0.578
H 2.862 -0.963 3.912
H 0.009 -2.034 4.070
H 2.414 -1.971 5.972
C -0.808 -3.236 6.234
H -0.830 -3.884 5.358
H -1.292 -3.759 7.055
H -1.391 -2.344 6.008
H 0.331 -3.756 8.511
H 3.042 -2.505 7.884
H 1.823 -3.936 10.320
C 4.942 -2.529 9.733
H 5.342 -3.140 8.924
H 5.737 -2.343 10.450
H 4.634 -1.573 9.312
H 5.027 -3.939 11.980
H 3.368 -4.560 12.004
H 5.439 -1.508 13.153
C 5.147 0.927 12.145
H 6.051 0.672 12.692
H 4.702 1.813 12.596
H 5.421 1.180 11.120
H 2.412 -0.769 11.029
H 2.971 0.881 10.752
H 2.138 0.478 12.249
```

---

DFT (the ωB97M-V functional and the def2-TZVPD basis) results for a molecular structure, C40H56MoN2PSbSi3.

Values from the calculation:
ΔE to the lowest compared entry with this formula, charge and spin   2.8 kJ/mol
Charge   +2
⟨S²⟩   2.03
HOMO-LUMO gap (spin up / spin down)   0.25916 / 0.24890 Ha
LUMO energy (spin up / spin down)   -6.012 / -6.631 eV
Spin multiplicity   3
F_max   0.020 Eh/bohr

```
104
C40H56MoN2PSbSi3 (the ωB97M-V functional and the def2-TZVPD basis)
Mo -0.472 0.304 0.811
C -2.036 0.628 -2.425
Sb -1.232 -1.329 -2.045
C -1.663 -1.205 0.149
C -1.065 -2.468 0.747
C 0.143 -2.403 1.427
C 0.646 -3.508 2.086
C -0.069 -4.691 1.969
C -1.226 -4.693 1.200
N -1.730 -3.609 0.612
Si -3.600 -1.314 0.383
C -4.372 -2.332 -0.964
C -3.902 -2.022 2.087
C -4.369 0.400 0.302
C 0.908 -0.856 -2.431
C 1.731 -0.057 -1.489
C 3.075 0.210 -1.815
C 3.872 1.027 -1.055
C 3.350 1.620 0.093
C 2.051 1.333 0.397
N 1.258 0.518 -0.350
Si 0.869 0.203 -4.090
C 0.712 2.025 -3.621
C 2.425 0.055 -5.115
C -0.522 -0.327 -5.239
Si 1.677 -2.612 -2.846
C 3.527 -2.623 -3.115
C 0.831 -3.290 -4.366
C 1.390 -3.775 -1.420
H -2.982 0.723 -1.897
H -2.210 0.781 -3.486
H -1.341 1.384 -2.075
H 0.725 -1.474 1.417
H 1.567 -3.455 2.650
H 0.266 -5.599 2.447
H -1.783 -5.610 1.055
H -4.040 -3.368 -0.919
H -4.178 -1.949 -1.968
H -5.454 -2.307 -0.825
H -4.098 -3.089 2.027
H -4.770 -1.546 2.543
H -3.054 -1.887 2.757
H -4.602 0.713 -0.714
H -3.750 1.168 0.760
H -5.310 0.386 0.852
H 3.474 -0.240 -2.704
H 4.895 1.207 -1.352
H 3.925 2.277 0.726
H 1.598 1.758 1.287
H 0.850 2.215 -2.555
H -0.253 2.434 -3.914
H 1.477 2.595 -4.147
H 3.295 0.546 -4.684
H 2.205 0.577 -6.049
H 2.692 -0.965 -5.384
H -1.385 -0.833 -4.811
H -0.123 -0.989 -6.003
H -0.899 0.563 -5.746
H 3.907 -1.973 -3.899
H 3.772 -3.646 -3.408
H 4.077 -2.421 -2.196
H 1.215 -2.862 -5.289
H -0.252 -3.180 -4.365
H 1.038 -4.361 -4.401
H 1.823 -3.388 -0.500
H 1.896 -4.715 -1.644
H 0.342 -4.012 -1.237
C 2.617 -0.429 5.751
C 2.959 -0.342 4.388
C 1.998 -0.106 3.443
C 0.642 0.065 3.803
C -0.410 0.322 2.864
C -1.717 0.354 3.299
C -2.061 0.153 4.653
C -1.065 -0.026 5.566
C 0.297 -0.074 5.170
C 1.310 -0.306 6.129
H 3.384 -0.610 6.489
H 3.989 -0.469 4.088
H 2.295 -0.063 2.400
H -2.531 0.539 2.599
H -3.097 0.169 4.957
H -1.304 -0.149 6.614
H 1.029 -0.397 7.169
C -2.318 3.411 -0.599
P -1.365 2.692 0.772
C -2.356 3.219 2.205
C 0.110 3.736 0.896
C 0.715 3.926 2.140
C 1.886 4.662 2.234
C 2.453 5.216 1.094
C 1.850 5.036 -0.142
C 0.683 4.294 -0.245
H -1.836 3.298 -1.564
H -2.429 4.473 -0.375
H -3.301 2.947 -0.642
H -2.434 4.307 2.150
H -1.892 2.933 3.146
H -3.357 2.792 2.160
H 0.285 3.497 3.036
H 2.346 4.815 3.200
H 3.358 5.802 1.172
H 2.282 5.482 -1.027
H 0.224 4.165 -1.217
```

---

DFT (the ωB97M-V functional and the def2-TZVPD basis) results for a molecular structure, C40H58AsKN5O4SbSi3.

Values from the calculation:
ΔE to the lowest compared entry with this formula, charge and spin   0.0 kJ/mol
Charge   -2
HOMO-LUMO gap   0.18176 Ha
LUMO energy   4.048 eV
F_max   0.009 Eh/bohr

```
113
C40H58AsKN5O4SbSi3 (the ωB97M-V functional and the def2-TZVPD basis)
K 0.161 -0.038 -0.086
C -1.053 -4.550 -0.216
C -2.181 -3.562 -0.279
C -3.035 -3.376 0.798
C -3.981 -2.365 0.743
C -4.029 -1.558 -0.381
C -3.140 -1.819 -1.412
N -2.268 -2.821 -1.388
Sb -3.119 -0.646 -3.216
C -1.121 -1.138 -3.820
C -0.895 -1.215 -5.186
C 0.373 -1.564 -5.636
C 1.336 -1.860 -4.700
C 1.025 -1.779 -3.337
C 2.074 -2.155 -2.334
N -0.176 -1.392 -2.915
C -2.693 1.321 -2.430
C -3.754 2.107 -2.005
C -3.483 3.392 -1.559
C -2.180 3.842 -1.587
C -1.172 3.000 -2.064
C 0.247 3.468 -2.138
N -1.437 1.756 -2.468
H -1.294 -5.398 0.426
H -0.182 -4.052 0.222
H -0.798 -4.900 -1.216
H -2.920 -3.986 1.684
H -4.636 -2.176 1.583
H -4.701 -0.710 -0.425
H -1.697 -1.006 -5.885
H 0.591 -1.614 -6.698
H 2.339 -2.151 -4.990
H 2.510 -3.120 -2.610
H 1.695 -2.227 -1.317
H 2.862 -1.401 -2.337
H -4.768 1.723 -2.006
H -4.281 4.028 -1.190
H -1.923 4.840 -1.249
H 0.296 4.499 -2.498
H 0.833 2.802 -2.770
H 0.706 3.406 -1.149
C 3.019 -3.571 1.672
C 1.844 -2.591 1.735
O 1.918 -1.599 0.963
C 0.812 -2.906 2.618
C -0.420 -2.199 2.845
C -1.226 -2.662 4.046
N -0.840 -1.211 2.113
N -2.038 -0.660 2.573
C -2.550 0.231 1.754
O -2.168 0.628 0.621
C -3.833 0.835 2.299
C -4.420 1.891 1.607
C -5.591 2.481 2.062
C -6.203 2.018 3.218
C -5.630 0.957 3.913
C -4.458 0.373 3.458
H 3.944 -3.002 1.569
H 2.914 -4.192 0.777
H 3.079 -4.227 2.542
H 0.972 -3.774 3.248
H -0.738 -3.504 4.538
H -2.241 -2.941 3.759
H -1.334 -1.840 4.757
H -3.916 2.225 0.710
H -6.025 3.312 1.515
H -7.118 2.477 3.577
H -6.101 0.587 4.818
H -3.992 -0.445 3.992
O 2.559 0.962 -2.485
C 2.837 1.261 -1.309
O 2.074 1.692 -0.414
H 3.911 1.124 -1.007
C -0.002 5.910 4.090
Si -0.354 4.927 2.514
C 0.209 6.003 1.070
C -2.212 4.708 2.344
As 0.544 2.775 2.377
Si 2.899 3.009 2.222
C 3.693 3.854 3.733
C 3.391 4.149 0.811
C 3.685 1.309 2.159
Si 0.391 1.997 4.603
C 1.441 0.449 4.679
C 0.936 3.159 6.005
C -1.400 1.591 4.978
H -0.401 6.925 3.979
H 1.067 5.987 4.294
H -0.482 5.457 4.957
H -0.463 6.865 0.989
H 0.183 5.460 0.125
H 1.220 6.383 1.214
H -2.733 5.670 2.378
H -2.631 4.064 3.119
H -2.430 4.230 1.386
H 3.284 4.845 3.942
H 4.762 3.971 3.520
H 3.607 3.245 4.633
H 3.084 5.174 1.022
H 2.999 3.830 -0.150
H 4.487 4.142 0.766
H 4.121 1.058 3.130
H 4.494 1.328 1.422
H 3.000 0.520 1.850
H 2.505 0.688 4.746
H 1.286 -0.191 3.809
H 1.173 -0.127 5.572
H 1.745 3.844 5.767
H 1.257 2.530 6.843
H 0.081 3.743 6.352
H -1.749 0.772 4.344
H -2.056 2.453 4.839
H -1.475 1.282 6.028
```

---

> Which value of F_max does entry 2 give?

0.032 Eh/bohr